# 1
DFT (ωB97M-V/def2-TZVPD) results for C17H9Br2F6N2O6PPd as an isolated structure.

```
44
Properties=species:S:1:pos:R:3:lowdin_spin:R:1
Pd 0.443 0.204 -0.125 0.761
Br -4.662 -0.179 -0.242 0.000
Br -4.541 5.365 0.173 0.000
P -0.222 -3.088 -0.111 0.001
F 0.316 -4.080 -1.223 0.000
F -1.742 -3.490 -0.377 0.001
F -0.357 -1.885 -1.266 0.030
F -0.718 -1.955 0.977 0.006
F -0.044 -4.147 1.048 0.000
F 1.313 -2.521 0.138 0.014
O 2.474 0.167 -3.545 -0.001
O 0.796 0.439 -2.083 0.015
O -1.710 0.258 -0.193 0.010
O 2.251 -0.090 3.406 -0.002
O 0.669 0.263 1.859 0.007
O 5.981 -1.652 0.044 -0.001
N 2.333 -0.020 -0.073 0.032
N -0.192 2.463 -0.017 0.089
C -4.379 2.614 -0.039 0.000
C -1.503 2.592 -0.017 0.006
C -2.170 3.814 0.065 0.002
C 4.769 -1.110 -0.041 -0.002
C -1.374 4.966 0.149 -0.002
C -0.005 4.829 0.147 0.003
C 2.051 3.352 0.065 0.002
C 0.581 3.559 0.065 0.004
C -2.273 1.322 -0.118 0.000
C -3.609 3.793 0.056 0.000
C 2.030 0.124 -2.433 0.004
C 1.887 -0.058 2.266 0.004
C 2.909 -0.256 -1.248 0.006
C -3.769 1.396 -0.125 0.001
C 4.169 -0.795 -1.271 0.002
C 2.845 -0.339 1.117 0.006
C 4.103 -0.873 1.173 0.002
H 0.632 5.699 0.210 0.000
H -1.825 5.946 0.214 0.000
H 6.356 -1.835 -0.826 0.000
H 4.656 -0.984 -2.219 0.000
H 2.590 4.293 0.131 0.000
H -5.457 2.686 -0.040 0.000
H 2.342 2.832 -0.850 0.000
H 2.328 2.719 0.912 0.000
H 4.557 -1.139 2.117 0.000
```

Values from the calculation:
* molar mass: 748.5 Da
* energy above the lowest of the compared OMol25 structures with the same formula, charge and spin: 34.3 kJ/mol
* 2S+1: 2
* HOMO energy (spin up / spin down): -0.469 / -0.469 hartree
* total charge: +1
* <S²>: 0.7531
* gap between HOMO and LUMO (spin up / spin down): 4.67 / 4.68 eV

# 2
DFT (ωB97M-V/def2-TZVPD) results for C17H9BrCoF6N4O5S2Se2Te2 as an isolated structure at a distorted geometry.

```
49
Properties=species:S:1:pos:R:3:lowdin_spin:R:1
Te 1.872 4.138 -1.427 -0.006
Te 4.065 3.257 -2.749 -0.007
Br -0.383 6.549 4.653 0.000
Se 0.295 2.720 -2.747 -0.038
Se 3.397 0.817 -2.710 -0.034
Co 1.111 0.521 -2.358 1.051
S 0.162 -4.229 -2.899 0.000
S 2.398 -2.695 -2.575 0.001
F 1.124 -6.343 -4.144 0.000
F 0.392 -6.731 -2.145 0.000
F 4.187 -2.332 -4.467 0.000
F 2.213 -1.605 -5.005 0.001
F 2.640 -3.722 -5.023 0.000
F -1.007 -6.372 -3.759 0.000
O -0.780 0.015 -2.228 -0.005
O -0.117 -3.603 -4.167 0.000
O -0.802 -4.104 -1.843 0.000
O 1.434 -1.620 -2.348 0.002
O 3.639 -2.677 -1.873 0.000
N -3.047 0.339 2.744 0.001
N -2.695 0.944 3.815 -0.007
N 1.691 -4.110 -2.429 0.000
N 0.917 0.557 -0.232 0.034
C 1.791 0.702 0.727 0.002
C -2.305 0.220 1.589 0.001
C -0.375 0.327 0.077 0.002
C 0.180 -6.019 -3.259 0.000
C -1.153 3.901 5.373 0.000
C -1.258 0.057 -1.085 0.003
C -2.633 -0.162 -0.812 0.001
C -1.679 2.637 5.137 -0.001
C 1.431 0.546 2.077 0.002
C -3.101 -0.090 0.469 0.001
C -0.864 0.317 1.384 0.001
C 0.119 0.357 2.405 -0.003
C -2.120 2.246 3.872 0.000
C -1.073 4.804 4.331 -0.001
C 2.879 -2.565 -4.395 0.000
C -2.031 3.189 2.840 -0.001
C -1.512 4.459 3.066 0.000
H -0.813 4.183 6.361 0.000
H 2.804 0.936 0.418 0.001
H -3.290 -0.365 -1.647 0.000
H -1.751 1.913 5.941 0.000
H -2.381 2.941 1.850 0.000
H -1.435 5.165 2.251 0.000
H -4.161 -0.217 0.666 0.000
H -0.166 0.218 3.435 0.000
H 2.193 0.584 2.845 0.001
```

Values from the calculation:
* molar mass: 1079.4 Da
* energy above the lowest of the compared OMol25 structures with the same formula, charge and spin: 33.7 kJ/mol
* 2S+1: 2
* HOMO energy (spin up / spin down): -0.065 / -0.066 hartree
* total charge: -2
* <S²>: 0.9179
* gap between HOMO and LUMO (spin up / spin down): 5.40 / 5.42 eV

# 3
DFT (ωB97M-V/def2-TZVPD) results for a 2-piece molecular cluster, C17H9F4NO2 overall at a distorted geometry.

```
33
Properties=species:S:1:pos:R:3:nbo_charge:R:1
F -3.155 2.490 1.795 -0.316
F -4.700 -2.000 1.778 -0.314
F 3.225 2.480 1.675 -0.317
F 4.768 -2.007 1.838 -0.311
O -1.463 -0.036 5.529 -0.636
O 1.008 -3.896 5.158 -0.628
N -0.184 -1.894 4.849 -0.712
C 0.365 -2.942 5.589 0.620
C 4.041 0.251 1.766 -0.258
C 0.050 -2.741 7.072 -0.271
C 2.442 -1.583 1.981 -0.163
C -1.275 -0.658 2.003 -0.124
C -2.375 -1.581 1.924 -0.163
C -3.971 0.259 1.783 -0.251
C -0.833 -1.060 5.756 0.622
C 3.729 -1.104 1.858 0.392
C -3.661 -1.098 1.819 0.391
C 2.967 1.128 1.766 0.404
C 0.032 -1.220 2.132 0.197
C -1.574 0.739 1.953 -0.177
C -2.899 1.137 1.852 0.408
C 1.638 0.735 1.839 -0.190
C -0.654 -1.614 7.174 -0.269
C 1.339 -0.660 1.984 -0.145
H -2.146 -2.649 1.956 0.251
H -4.989 0.624 1.727 0.265
H 0.415 -3.485 7.769 0.224
H -0.770 1.463 2.016 0.226
H 0.032 -2.294 2.388 0.267
H 2.214 -2.647 2.082 0.261
H -1.094 -1.051 7.991 0.223
H 5.060 0.613 1.709 0.266
H 0.833 1.457 1.778 0.230
```

Values from the calculation:
* molar mass: 335.3 Da
* 2S+1: 1
* HOMO energy: -0.306 hartree
* total charge: 0
* gap between HOMO and LUMO: 4.95 eV

# 4
DFT (ωB97M-V/def2-TZVPD) results for C18H10BBr2F4MoN2O4S2 as an isolated structure at a distorted geometry.

```
44
Properties=species:S:1:pos:R:3:nbo_charge:R:1
Mo 0.221 -0.126 0.425 0.945
Br 2.145 -1.102 -2.655 0.121
Br -1.811 -3.095 -0.874 0.112
S 0.242 2.128 0.932 0.216
S -0.250 -0.504 2.686 0.039
F 2.044 1.674 -1.320 -0.587
F 1.533 2.674 -3.328 -0.593
F 3.717 2.583 -2.610 -0.572
F 2.209 3.965 -1.547 -0.566
O -3.567 0.727 -0.908 -0.592
O 2.180 -0.402 0.742 -0.639
O -1.813 -0.099 0.207 -0.687
O 3.861 -1.688 1.483 -0.584
N -0.265 0.010 -1.838 -0.505
N 0.660 -2.444 0.222 -0.481
C -1.490 0.521 -2.037 0.111
C 2.755 -1.531 1.027 0.768
C 0.320 -4.776 -0.140 -0.263
C -2.337 2.313 4.686 -0.222
C 0.529 -0.171 -2.874 0.220
C 0.180 0.251 -4.156 -0.232
C -2.091 3.459 3.938 -0.226
C -0.740 2.179 2.404 -0.238
C 1.580 -5.055 0.348 -0.150
C -2.400 0.424 -0.831 0.772
C -0.097 -3.448 -0.184 0.171
C -0.982 1.031 3.160 -0.071
C 1.892 -2.726 0.672 0.122
C -1.783 1.105 4.295 -0.252
C -1.046 0.848 -4.337 -0.129
C -1.297 3.390 2.806 -0.199
C 2.392 -4.006 0.761 -0.208
C -1.924 0.963 -3.260 -0.205
B 2.390 2.747 -2.194 1.353
H -2.523 4.408 4.233 0.205
H -1.107 4.279 2.216 0.219
H -1.974 0.205 4.866 0.211
H 1.930 -6.077 0.396 0.221
H 0.886 0.125 -4.961 0.241
H -2.962 2.358 5.569 0.203
H -1.332 1.208 -5.317 0.220
H 3.395 -4.142 1.138 0.254
H -2.921 1.368 -3.349 0.246
H -0.347 -5.550 -0.490 0.235
```

Values from the calculation:
* molar mass: 725.0 Da
* energy above the lowest of the compared OMol25 structures with the same formula, charge and spin: 42.4 kJ/mol
* 2S+1: 1
* HOMO energy (spin up / spin down): -0.198 / -0.190 hartree
* total charge: -1
* gap between HOMO and LUMO (spin up / spin down): 6.76 / 6.62 eV